DFT (ωB97M-V with the def2-TZVPD basis set) results for the ion C5H14N2 with charge -1.

Output
ΔE to the lowest compared entry with this formula, charge and spin   25.8 kcal per mole
HOMO level (spin up / spin down)   1.420 / -5.200 eV
Multiplicity   2
Charge   -1

Geometry as XYZ:
```
21
Properties=species:S:1:pos:R:3:forces:R:3
H -2.801 0.323 -1.950 -0.015 -0.202 0.235
H 2.593 0.685 1.654 -0.050 0.171 -0.399
H 3.184 -0.146 -0.400 -0.282 0.039 -0.025
H -2.090 -1.039 0.771 -0.238 0.026 0.349
H -2.210 -1.185 -1.353 0.591 -0.327 -0.123
C -1.888 -0.299 -1.899 -1.202 1.436 -0.388
N -0.832 0.517 -1.307 -0.636 0.209 0.249
H 1.561 -0.568 1.953 -0.542 -0.337 -0.357
C 0.727 0.964 0.615 -0.033 -1.167 -1.980
N 2.491 -0.733 0.078 0.416 -0.134 -0.277
H -1.285 -0.152 2.117 0.704 -0.364 -0.064
C 1.854 0.062 1.109 0.622 1.115 1.747
H 0.332 1.722 1.288 0.219 0.011 0.168
H 3.103 -1.402 0.564 -0.247 -0.107 -0.054
C -0.397 0.098 0.022 0.156 -1.822 1.673
H 1.121 1.434 -0.296 0.223 0.606 0.410
C -1.536 -0.149 1.062 -0.604 1.821 -1.651
H -2.169 0.754 0.955 -0.344 -0.457 0.121
H -0.043 0.503 -1.936 0.352 -0.033 0.249
H 0.003 -0.915 -0.082 0.514 0.027 -0.083
H -1.718 -0.473 -2.965 0.396 -0.511 0.199
```
Positions in Å, forces in eV/Å.